[1]
The following is a DFT calculation (ωB97M-V with the def2-TZVPD basis set) of an isolated molecule of C24H43N2O3Si in a non-equilibrium geometry.

Results
Max |F|: 4.7 eV Å⁻¹
E_LUMO (alpha / beta): 0.5 / 0.2 eV
Total charge: 0
2S+1: 2

```
73
Properties=species:S:1:pos:R:3:forces:R:3
C 2.9259 3.9665 2.5230 -0.9 -0.1 -0.1
C 1.7764 3.2680 1.5953 -1.5 2.0 2.2
C 0.4676 4.2317 1.7943 -0.1 -1.0 0.7
C 1.3793 1.8522 2.2345 1.0 -0.9 0.3
C 1.3658 0.5993 1.2180 0.9 0.3 0.4
C -0.0401 0.6143 0.4555 -0.5 -0.4 0.0
C -0.1043 -0.1692 -0.9403 -1.1 0.2 -0.2
C -1.2097 0.4776 -1.9533 0.8 -1.2 -0.1
N -2.4260 0.9046 -1.2123 0.6 0.7 -1.1
C -3.4273 1.5813 -2.0793 -1.4 -1.3 -0.1
C -3.9589 0.5630 -3.2259 -0.9 -1.7 -1.5
C -4.4616 -0.8332 -2.6932 0.0 0.5 -3.8
C -4.9677 -1.9459 -3.6614 1.7 4.2 -0.9
C -4.9480 -1.6085 -5.1799 0.9 2.2 2.2
C -4.4706 -0.2112 -5.7168 0.2 -0.5 3.0
C -3.9533 0.9131 -4.7458 -1.1 -3.7 1.7
O -3.4804 2.1769 -5.2224 -0.2 -2.2 1.4
C 1.5969 -0.7171 2.1535 -1.4 -0.2 -0.3
C 1.1677 -2.0885 1.4487 -0.8 0.1 -0.2
O 1.6376 -3.2528 2.1991 -1.7 0.0 -0.2
Si 0.3494 -4.3416 2.5829 0.8 -1.0 0.5
C -0.7136 -4.8981 1.0924 -0.9 -0.4 -0.3
C 1.1810 -5.9526 3.2839 0.4 -0.5 -0.1
C -0.8534 -3.7186 3.9378 -0.9 0.6 0.4
C 2.6758 0.7275 0.2965 0.4 -0.1 0.9
C 2.9587 2.1832 -0.3263 1.7 -1.3 -2.6
C 4.5553 2.4841 -0.1569 -0.8 0.1 -0.9
C 2.7550 2.0411 -1.9413 1.0 -0.9 0.4
N 2.0818 3.2804 0.1435 -1.1 -1.5 0.0
O 1.0478 3.5154 -0.6254 1.3 0.0 0.7
H 3.8100 3.2760 2.7315 -1.1 1.1 -0.5
H 2.4035 4.1664 3.5366 1.0 -0.3 -1.6
H 3.2255 4.9790 2.0637 -0.2 -1.7 0.7
H 0.5887 5.2475 1.2847 -0.2 -1.5 0.8
H -0.4766 3.6653 1.4380 1.6 1.2 0.3
H 0.3335 4.3255 2.9417 0.3 0.1 -1.9
H 0.3769 1.8933 2.7935 1.4 0.1 -1.0
H 2.1765 1.6179 3.0451 -1.2 0.3 -1.3
H -0.4810 1.6751 0.3099 1.1 -1.7 0.2
H -0.7990 0.0867 1.1590 1.2 0.9 -1.0
H 0.8665 -0.2081 -1.5350 -1.2 0.0 1.0
H -0.4328 -1.2519 -0.7080 0.6 1.6 -0.6
H -0.7701 1.3560 -2.5604 -0.7 -1.1 1.3
H -1.4127 -0.3614 -2.7310 0.1 1.3 1.0
H -2.8278 0.1390 -0.6577 0.2 0.5 -0.6
H -3.0543 2.5778 -2.4927 -0.3 -1.5 0.6
H -4.3412 1.8069 -1.4139 1.4 -0.1 -1.1
H -4.4300 -1.0395 -1.5628 -0.1 0.4 -2.0
H -5.2859 -2.9441 -3.2136 0.4 1.6 -1.0
H -5.2989 -2.4282 -5.9092 0.7 1.7 1.2
H -4.4641 0.0025 -6.8443 0.0 -0.4 2.0
H -2.8315 2.5191 -4.5549 -0.9 -0.5 -0.8
H 0.8695 -0.5689 3.0448 1.4 -0.4 -1.1
H 2.6776 -0.8169 2.5192 -1.6 0.3 -0.5
H 1.5037 -2.1781 0.3510 -0.2 0.2 1.7
H 0.0091 -2.1718 1.4195 1.7 0.6 -0.1
H -0.0972 -5.2235 0.1875 -0.9 0.7 1.1
H -1.2924 -5.8410 1.4420 1.0 1.5 -0.5
H -1.5319 -4.1316 0.8214 1.4 -1.1 0.1
H 1.5237 -5.8286 4.3661 -0.5 -0.2 -1.4
H 2.0957 -6.2366 2.6554 -1.2 0.4 0.9
H 0.4632 -6.8565 3.2258 1.0 1.5 0.2
H -1.0572 -2.5910 3.8144 0.4 -1.6 0.4
H -0.4634 -3.9470 5.0011 -0.6 0.5 -1.7
H -1.8896 -4.2251 3.8195 1.7 0.7 0.2
H 3.5750 0.4984 0.9942 -1.5 0.4 -1.0
H 2.7530 -0.0782 -0.5323 -0.4 1.4 1.3
H 5.1244 1.5201 -0.4142 -0.9 1.4 0.6
H 4.8335 2.8597 0.8817 -0.3 -0.5 -1.5
H 4.8160 3.2283 -1.0024 -0.2 -0.9 1.7
H 3.5193 1.2266 -2.2567 -1.2 1.3 0.5
H 3.0553 2.9841 -2.5101 -0.8 -1.2 0.9
H 1.7303 1.6342 -2.2267 1.3 0.9 0.4
```
Forces are in eV/Å.



[2]
The following is a DFT calculation (ωB97M-V with the def2-TZVPD basis set) of a structure of composition C3H8N2O in a non-equilibrium geometry.

Results
Max |F|: 10.4 eV Å⁻¹
E_LUMO: 0.8 eV
ΔE to the lowest compared entry with this formula, charge and spin: 118.6 kcal per mole
Total charge: 0

```
14
Properties=species:S:1:pos:R:3:forces:R:3
C 0.8043 -0.5121 2.0218 -1.1 -8.0 -1.4
C -0.5426 -0.1257 -0.0940 7.3 -1.4 2.8
C 0.5220 1.0832 -1.7968 1.6 5.5 1.7
H 0.6095 -1.1963 3.0025 0.6 2.1 -2.1
H 0.8724 0.5131 2.1573 0.9 1.6 0.3
H 1.6565 -1.2467 1.3404 -1.8 3.1 2.6
H -1.2483 -1.0676 1.1751 -8.4 -3.4 3.2
H 1.3378 -0.4276 -0.9007 1.4 -2.5 -0.1
H -0.2296 1.8985 -1.2779 2.3 -0.8 -1.8
H 1.7809 1.6498 -2.1416 -4.6 -1.7 0.4
H -0.2310 0.6970 -2.4731 0.9 -0.8 -0.9
N -0.4105 -0.8073 1.1254 8.8 4.8 -2.9
N 0.8540 0.3529 -0.6032 -4.3 0.6 0.6
O -1.5443 -0.0390 -0.6654 -3.6 0.8 -2.2
```
Forces are in eV/Å.



[3]
The following is a DFT calculation (ωB97M-V with the def2-TZVPD basis set) of a cluster of 2 separate species, C5H14NO2 in total in a non-equilibrium geometry.

Results
Max |F|: 1.4 eV Å⁻¹
E_LUMO: -3.4 eV
ΔE to the lowest compared entry with this formula, charge and spin: 47.9 kcal per mole
Total charge: +1

```
22
Properties=species:S:1:pos:R:3:forces:R:3
C 0.4818 2.0224 -0.9058 0.3 -0.5 0.3
O 0.5334 1.6785 0.4956 -0.2 0.0 0.3
C 0.6385 0.7404 -1.7030 -0.1 0.5 -0.5
C 1.7595 -0.1724 -1.1887 0.1 -0.8 -0.8
C 1.3435 -1.3398 -0.3541 -0.7 1.1 0.4
C 1.0571 -2.5767 -0.6996 1.1 0.0 -0.4
N 1.0953 -0.9136 1.0577 -0.1 -0.5 1.2
H -0.4276 2.5923 -1.0939 0.1 -0.2 -0.3
H 1.3615 2.5936 -1.1784 0.1 0.6 0.3
H 0.1942 2.3993 1.0401 0.1 0.0 -0.2
H 0.9559 1.0373 -2.7029 -0.1 0.2 -0.1
H -0.2897 0.2121 -1.8788 -0.2 -0.3 0.4
H 2.2360 -0.5995 -2.0696 0.1 -0.1 0.0
H 2.5590 0.3634 -0.6800 -0.1 0.3 0.1
H 1.1943 -2.8107 -1.7508 -0.1 -0.2 0.2
H 0.9309 -3.3961 -0.0089 -0.5 0.0 0.1
H 0.1053 -0.8979 1.3021 -0.3 -0.4 -0.3
H 1.3308 0.0652 1.2826 0.5 0.0 -0.6
H 1.5539 -1.5508 1.7163 0.0 0.2 0.0
H -5.7140 -0.2875 2.6864 -0.5 0.3 0.3
H -6.3421 0.7396 3.6592 0.1 0.0 0.0
O -6.5575 0.1008 2.9747 0.4 -0.3 -0.3
```
Forces are in eV/Å.



Looking at E for the records above, in order, we have -1564.70274 -303.70312 -403.86510 a.u..